Entry 1:
{"formula": "C22H19CoN6O12Se", "method": "the ωB97M-V functional and the def2-TZVPD basis", "symbols": ["Co", "O", "C", "C", "C", "C", "C", "C", "C", "O", "N", "O", "O", "H", "H", "H", "H", "O", "N", "O", "C", "C", "C", "C", "O", "C", "C", "N", "O", "O", "N", "O", "O", "H", "H", "Se", "C", "C", "C", "N", "C", "C", "H", "H", "H", "H", "C", "N", "C", "C", "C", "O", "H", "H", "H", "H", "H", "H", "H", "H", "H"], "positions_angstrom": [[-0.1196, -0.2774, -1.2194], [1.5628, -0.4097, -0.1573], [2.3917, 0.5165, -0.1541], [2.3374, 1.7128, -0.9131], [3.3042, 2.6933, -0.6204], [3.3035, 3.8697, -1.3054], [2.3593, 4.1220, -2.3197], [1.4321, 3.1793, -2.6414], [1.3725, 1.9329, -1.9522], [0.5000, 1.0784, -2.3299], [4.3033, 4.8844, -0.9836], [5.1295, 4.6174, -0.1304], [4.1964, 5.9688, -1.5221], [3.2589, 0.4035, 0.5103], [4.0453, 2.5216, 0.1490], [2.3866, 5.0750, -2.8282], [0.6967, 3.3518, -3.4141], [-0.3741, -0.8185, 6.0003], [-0.4780, 0.3085, 5.5595], [-0.5286, 1.3199, 6.2281], [-0.5166, 0.4634, 4.1051], [-0.6213, 1.7385, 3.5558], [-0.6306, 1.8772, 2.1966], [-0.5964, 0.7739, 1.2835], [-0.7099, 0.9736, 0.0391], [-0.4946, -0.5000, 1.9300], [-0.4419, -0.6503, 3.3106], [-0.4807, -1.7224, 1.1758], [-0.7380, -1.7163, -0.0523], [-0.3295, -2.7744, 1.7400], [-0.6621, 3.2544, 1.6779], [-1.2107, 4.0851, 2.3751], [-0.0545, 3.4916, 0.6573], [-0.6751, 2.6102, 4.1915], [-0.3647, -1.6309, 3.7530], [-2.2524, -0.2070, -2.2461], [-3.2982, -0.1008, -0.6487], [-3.5382, 1.1196, -0.0215], [-4.3006, 1.1382, 1.1365], [-4.8358, 0.0510, 1.6917], [-4.6193, -1.1070, 1.0758], [-3.8646, -1.2362, -0.0826], [-3.1317, 2.0346, -0.4287], [-4.4945, 2.0787, 1.6423], [-5.0695, -1.9831, 1.5310], [-3.7173, -2.2095, -0.5322], [0.7494, -5.1077, -1.7313], [0.2723, -3.8194, -2.2158], [-1.1515, -3.7120, -2.5202], [1.0299, -2.7295, -2.2008], [2.4908, -2.8638, -1.8687], [0.5581, -1.6048, -2.5010], [0.1517, -5.8925, -2.1880], [0.6451, -5.1767, -0.6463], [1.7881, -5.2712, -2.0021], [-1.4791, -4.6483, -2.9673], [-1.3178, -2.8873, -3.2040], [-1.7234, -3.5171, -1.6125], [2.9807, -3.5822, -2.5259], [2.6217, -3.1995, -0.8389], [2.9530, -1.8907, -1.9897]], "lowdin_charge": [0.38, -0.03, -0.12, -0.11, 0.06, -0.14, 0.03, 0.03, -0.29, -0.09, -0.36, 0.07, 0.08, 0.15, 0.13, 0.13, 0.13, 0.09, -0.36, 0.09, -0.12, 0.11, -0.03, -0.24, -0.09, -0.04, 0.11, -0.25, -0.05, 0.14, -0.33, 0.09, 0.12, 0.14, 0.14, 0.93, -0.60, -0.11, -0.14, 0.06, -0.15, -0.12, 0.11, 0.11, 0.10, 0.09, -0.02, -0.11, -0.02, -0.44, 0.02, -0.07, 0.09, 0.10, 0.08, 0.09, 0.06, 0.08, 0.09, 0.10, 0.09], "total_charge": 0, "spin_multiplicity": 1, "homo_ev": [-8.35, -8.35], "gap_ev": [6.309, 6.308]}

Entry 2:
{"formula": "C5H9Cl11", "method": "the ωB97M-V functional and the def2-TZVPD basis", "symbols": ["C", "Cl", "Cl", "Cl", "H", "C", "Cl", "Cl", "H", "H", "C", "Cl", "Cl", "H", "H", "C", "Cl", "Cl", "H", "H", "C", "Cl", "Cl", "H", "H"], "positions_angstrom": [[-19.7352, 2.6560, -10.5578], [-19.8093, 1.2974, -11.7314], [-18.0281, 2.6186, -9.8439], [-20.7813, 2.2093, -9.2194], [-19.9161, 3.6416, -10.9867], [-15.8787, 1.6712, -8.7577], [-16.3195, 0.1909, -9.5088], [-14.4930, 2.4495, -9.5359], [-16.6972, 2.3894, -8.8066], [-15.6604, 1.5243, -7.6999], [-15.5363, -1.8084, -11.1206], [-16.4749, -2.0901, -12.5533], [-13.9510, -1.1130, -11.4826], [-16.2188, -1.1302, -10.6083], [-15.3658, -2.6608, -10.4630], [-12.3410, 3.2120, -8.3558], [-11.0924, 4.2456, -9.1414], [-12.7910, 3.9450, -6.7703], [-13.2046, 2.9952, -8.9845], [-11.8659, 2.2422, -8.2078], [-18.3924, 1.7907, -6.3435], [-16.8455, 0.9281, -6.6413], [-18.0918, 3.4612, -5.7706], [-18.9909, 1.8083, -7.2543], [-18.9849, 1.2955, -5.5741]], "lowdin_charge": [-1.34, 0.51, 0.60, 0.55, 0.04, -1.14, 0.68, 0.77, -0.17, -0.13, -1.15, 0.54, 0.52, -0.19, 0.04, -1.07, 0.46, 0.47, -0.30, 0.03, -0.89, 0.66, 0.52, -0.04, 0.03], "relative_energy_kcal_mol": 130.70, "total_charge": 0, "spin_multiplicity": 1, "homo_ev": -9.68, "gap_ev": 9.835}

Entry 3:
{"formula": "C6H14", "method": "the ωB97M-V functional and the def2-TZVPD basis", "symbols": ["C", "C", "C", "C", "C", "C", "H", "H", "H", "H", "H", "H", "H", "H", "H", "H", "H", "H", "H", "H"], "positions_angstrom": [[1.4610, -1.4236, -0.1427], [0.7546, -0.1885, -0.1198], [0.8869, 0.6988, -1.3332], [-0.5614, -0.1516, 0.6529], [-1.0089, 1.2187, 1.1521], [-1.6221, -0.7711, -0.2685], [1.2260, -2.1905, 0.5877], [2.1604, -1.6405, -0.9414], [1.8553, -0.2338, 0.6031], [1.6131, 0.8637, 0.8946], [0.2804, 0.2559, -2.1324], [1.9232, 0.7283, -1.6774], [0.5495, 1.7183, -1.1355], [-0.4339, -0.8129, 1.5198], [-1.2003, 1.9090, 0.3220], [-0.2577, 1.6695, 1.8074], [-1.9453, 1.1142, 1.7120], [-1.2898, -1.7391, -0.6563], [-2.5609, -0.9132, 0.2755], [-1.8301, -0.1117, -1.1197]], "lowdin_charge": [-0.08, -0.54, -0.06, -0.41, -0.09, -0.07, 0.07, 0.06, 0.12, 0.13, 0.09, 0.09, 0.08, 0.14, 0.08, 0.06, 0.08, 0.08, 0.08, 0.08], "relative_energy_kcal_mol": 114.50, "total_charge": 0, "spin_multiplicity": 1, "homo_ev": -7.13, "gap_ev": 8.131}

Entry 4:
{"formula": "C28H61BeF3N3O9S7", "method": "the ωB97M-V functional and the def2-TZVPD basis", "symbols": ["Be", "C", "O", "O", "C", "F", "F", "F", "C", "C", "H", "H", "H", "H", "H", "H", "C", "S", "O", "C", "H", "H", "H", "H", "H", "H", "C", "S", "O", "C", "H", "H", "H", "H", "H", "H", "C", "S", "O", "C", "H", "H", "H", "H", "H", "H", "C", "S", "O", "C", "H", "H", "H", "H", "H", "H", "C", "S", "O", "C", "H", "H", "H", "H", "H", "H", "C", "S", "O", "C", "H", "H", "H", "H", "H", "H", "C", "S", "O", "C", "H", "H", "H", "H", "H", "H", "C", "C", "N", "H", "H", "H", "N", "C", "C", "C", "C", "H", "H", "H", "H", "H", "N", "C", "C", "C", "C", "H", "H", "H", "H", "H"], "positions_angstrom": [[20.2574, -15.6945, -10.7764], [23.0794, -14.2295, -10.6982], [22.6231, -15.3067, -11.5666], [21.9222, -13.8437, -10.0338], [24.4214, -14.4745, -9.9541], [24.5196, -15.6694, -9.3138], [25.4598, -14.3863, -10.7433], [24.6848, -13.6539, -8.9573], [23.4397, -15.7216, -12.6012], [22.5876, -16.7499, -13.3587], [22.3328, -17.6584, -12.8129], [21.6426, -16.3056, -13.6713], [23.2732, -17.1525, -14.1043], [24.4688, -16.0402, -12.4357], [23.4898, -14.8749, -13.2859], [23.3005, -13.3960, -11.3648], [26.3795, -13.1137, -13.9873], [25.3785, -12.7724, -15.5334], [24.1935, -11.8910, -15.1602], [26.7535, -11.7377, -16.3560], [26.7298, -12.1679, -13.5740], [27.2673, -13.7052, -14.2110], [25.8892, -13.7322, -13.2355], [26.2397, -11.0432, -17.0207], [27.4033, -12.3327, -16.9977], [27.3048, -11.0672, -15.6967], [26.0327, -17.8576, -7.7496], [26.1704, -19.1839, -6.4047], [25.7864, -18.5689, -5.0468], [28.0629, -19.1604, -6.4203], [25.0137, -17.4718, -7.7207], [26.3358, -18.2578, -8.7171], [26.7316, -17.0379, -7.5830], [28.4304, -19.8490, -5.6594], [28.3716, -18.1644, -6.1031], [28.3862, -19.4428, -7.4222], [22.1095, -18.6059, -17.4709], [21.3608, -17.1472, -16.6439], [20.6483, -16.3534, -17.7291], [20.0256, -18.0375, -15.7382], [22.4452, -18.3586, -18.4780], [21.2904, -19.3132, -17.6012], [22.9601, -19.0138, -16.9249], [19.1474, -18.2713, -16.3399], [19.7355, -17.3465, -14.9467], [20.4520, -18.9273, -15.2750], [18.5244, -12.3174, -13.6159], [19.5970, -13.7602, -14.1596], [20.0675, -14.3862, -12.8990], [21.0993, -12.6884, -14.5629], [18.2327, -11.6272, -14.4075], [19.1093, -11.6868, -12.9464], [17.6905, -12.7898, -13.0968], [20.8420, -11.6670, -14.8433], [21.7661, -13.2871, -15.1834], [21.7408, -12.6464, -13.6826], [19.5391, -11.3534, -5.7889], [21.2065, -10.5606, -5.8418], [21.7349, -10.7765, -4.4547], [21.9762, -11.8382, -6.9180], [19.1070, -10.8119, -4.9474], [19.5922, -12.4146, -5.5457], [18.9933, -11.2204, -6.7230], [23.0557, -11.6885, -6.8969], [21.5437, -11.7913, -7.9174], [21.8978, -12.8939, -6.6581], [18.2680, -18.8469, -10.0523], [19.0282, -19.0118, -11.7144], [19.6236, -17.7370, -12.1700], [17.4788, -19.3470, -12.7671], [17.4462, -18.2060, -10.3716], [18.9096, -18.2931, -9.3668], [18.0333, -19.7950, -9.5686], [17.6923, -19.3802, -13.8354], [16.7201, -18.6135, -12.4943], [17.0890, -20.3522, -12.6065], [24.0405, -18.9077, -10.6933], [22.8128, -18.1264, -9.5649], [21.8309, -17.4952, -10.4816], [21.9893, -19.6317, -8.9566], [23.6417, -19.3793, -11.5914], [24.7478, -19.4521, -10.0677], [24.5896, -18.0291, -11.0322], [22.6466, -19.8454, -8.1138], [21.9168, -20.5022, -9.6085], [21.0175, -19.3338, -8.5629], [28.4866, -15.3226, -10.8308], [28.1483, -16.4249, -11.7713], [27.8292, -17.2816, -12.5024], [28.1280, -14.4392, -11.3591], [29.5418, -15.0924, -10.6836], [28.0193, -15.3972, -9.8488], [21.2705, -10.7124, -10.7508], [22.0198, -9.8547, -11.4283], [21.5129, -8.5694, -11.2852], [20.3868, -8.6467, -10.4544], [20.2466, -9.9704, -10.1230], [21.4650, -11.7017, -10.6910], [22.8784, -10.2743, -11.9316], [21.8596, -7.6726, -11.7772], [19.7034, -7.8172, -10.3486], [19.5175, -10.5351, -9.5609], [21.9792, -23.1755, -12.2564], [21.3389, -21.9986, -12.0718], [22.0171, -21.0588, -12.8583], [23.0921, -21.7263, -13.4965], [23.0574, -23.0119, -13.1094], [21.7888, -23.9914, -11.6922], [20.5340, -21.8951, -11.3593], [21.7927, -20.0031, -12.8206], [23.8422, -21.3584, -14.1809], [23.5673, -23.8885, -13.4807]], "lowdin_charge": [1.06, -0.36, -0.18, -0.16, -0.58, 0.09, 0.16, 0.18, -0.26, -0.07, 0.04, 0.05, 0.08, 0.12, 0.12, 0.15, -0.26, 0.85, -0.59, -0.23, 0.05, 0.05, 0.01, 0.04, 0.05, 0.05, -0.27, 0.84, -0.58, -0.24, 0.01, 0.03, 0.05, 0.05, 0.05, 0.04, -0.24, 0.82, -0.57, -0.26, 0.06, 0.05, 0.05, 0.06, 0.02, 0.04, -0.22, 0.90, -0.63, -0.20, 0.06, 0.04, 0.04, 0.07, 0.04, 0.04, -0.26, 0.83, -0.57, -0.27, 0.04, 0.05, 0.04, 0.05, 0.02, 0.05, -0.21, 0.84, -0.57, -0.17, 0.04, 0.04, 0.07, 0.05, 0.05, 0.06, -0.18, 0.90, -0.60, -0.21, 0.04, 0.06, 0.04, 0.05, 0.05, 0.04, -0.06, -0.26, 0.11, 0.06, 0.08, 0.07, 0.02, -0.17, -0.11, -0.11, -0.13, 0.10, 0.11, 0.09, 0.10, 0.09, 0.01, -0.15, -0.13, -0.12, -0.12, 0.15, 0.09, 0.06, 0.10, 0.12], "total_charge": 1, "spin_multiplicity": 1, "homo_ev": -9.65, "gap_ev": 3.728}

Entry 5:
{"formula": "C4H12NO2", "method": "the ωB97M-V functional and the def2-TZVPD basis", "symbols": ["C", "C", "C", "N", "C", "O", "H", "H", "H", "H", "H", "H", "H", "H", "H", "H", "H", "H", "O"], "positions_angstrom": [[-1.7132, 0.2730, -0.4688], [-0.6959, 0.1070, 0.6176], [-0.9783, -1.2860, 1.3240], [0.7399, 0.0839, 0.2548], [1.1362, -0.3785, -1.2675], [1.9218, -1.4484, -1.1625], [-1.6376, -0.4852, -1.2576], [-2.7712, 0.1143, -0.2346], [-1.5873, 1.2731, -0.8821], [-0.8035, 0.9369, 1.3563], [-1.4597, -1.8940, 0.5493], [-0.0681, -1.8076, 1.5886], [-1.6882, -1.2116, 2.1535], [1.3000, -0.4597, 0.8849], [0.2037, -0.6692, -1.7503], [1.6608, 0.4856, -1.7057], [2.7824, 1.9688, -0.4259], [1.5165, 1.8636, 0.4065], [2.1416, 2.5340, 0.0193]], "lowdin_charge": [-0.12, -0.46, -0.07, -0.07, -0.46, -0.36, 0.06, 0.07, 0.08, 0.11, 0.06, 0.06, 0.05, 0.06, 0.06, 0.06, 0.01, 0.00, -0.14], "relative_energy_kcal_mol": 32.76, "total_charge": -1, "spin_multiplicity": 1, "homo_ev": -2.65, "gap_ev": 6.544}

Entry 6:
{"formula": "C4H13N2O2", "method": "the ωB97M-V functional and the def2-TZVPD basis", "symbols": ["N", "C", "C", "C", "O", "C", "N", "H", "H", "H", "H", "H", "H", "H", "H", "H", "H", "H", "H", "H", "O"], "positions_angstrom": [[-1.2465, -0.3253, -0.2806], [-0.4696, 0.2454, 0.9022], [0.7045, -0.7102, 1.1087], [0.2631, -2.1193, 1.4498], [-0.8844, -2.4776, 1.3638], [0.0221, 1.6631, 0.4115], [-0.8020, 2.1304, -0.6965], [-2.0027, -0.9303, 0.0351], [-0.6170, -0.8417, -0.9036], [-1.6149, 0.4192, -0.8655], [-1.2003, 0.2695, 1.6979], [1.4257, -0.5764, 0.3160], [1.2704, -0.3974, 1.9748], [1.0128, -2.8219, 1.8392], [-0.0544, 2.3222, 1.2549], [1.0537, 1.5190, 0.1024], [-0.2328, 2.5698, -1.3990], [-1.4598, 2.8233, -0.3754], [2.1930, -0.5073, -2.3217], [1.2437, -1.2035, -3.2769], [1.3954, -1.0510, -2.3370]], "lowdin_charge": [0.19, -0.22, -0.11, -0.20, 0.07, -0.17, 0.01, 0.16, 0.14, 0.12, 0.16, 0.11, 0.13, 0.14, 0.12, 0.12, 0.09, 0.10, 0.05, 0.06, -0.05], "relative_energy_kcal_mol": 40.86, "total_charge": 1, "spin_multiplicity": 1, "homo_ev": -14.03, "gap_ev": 11.157}

Entry 7:
{"formula": "C8H12N4O3", "method": "the ωB97M-V functional and the def2-TZVPD basis", "symbols": ["C", "O", "C", "C", "N", "O", "O", "C", "N", "C", "C", "N", "C", "C", "N", "H", "H", "H", "H", "H", "H", "H", "H", "H", "H", "H", "H"], "positions_angstrom": [[1.9235, 3.2797, -1.0686], [1.4353, 2.4317, -0.0376], [0.7530, 1.3520, -0.0674], [0.4939, 0.7467, 1.1920], [1.0819, 1.1917, 2.4649], [1.8530, 2.1307, 2.4497], [0.7799, 0.5186, 3.4597], [-0.2797, -0.5206, 1.1476], [-0.6630, -1.2745, 2.1179], [-1.1502, -2.5802, 1.5499], [-1.4421, -2.2286, 0.0954], [-0.6195, -1.0343, -0.1139], [-0.4570, -0.3100, -1.2375], [-0.8988, -0.9589, -2.4317], [0.1831, 0.8672, -1.2539], [2.2531, 2.8278, -1.9883], [2.6053, 3.9887, -0.6651], [1.0754, 3.7685, -1.4538], [-0.5452, -1.0198, 3.0504], [-1.9344, -2.8349, 2.1056], [-0.4681, -3.4168, 1.6584], [-0.9945, -2.9385, -0.6266], [-2.3691, -1.8995, -0.1449], [-0.2752, -1.7988, -2.7146], [-1.1304, -0.1458, -3.1814], [-1.7167, -1.4823, -2.2443], [0.5063, 1.3402, -2.0618]], "lowdin_charge": [0.05, 0.05, -0.16, 0.09, -0.30, 0.18, 0.10, -0.09, 0.21, 0.01, 0.00, 0.09, -0.17, 0.08, 0.28, 0.11, 0.12, 0.10, 0.14, 0.10, 0.16, 0.17, 0.12, 0.15, 0.16, 0.05, 0.18], "relative_energy_kcal_mol": 8.49, "total_charge": 2, "spin_multiplicity": 1, "homo_ev": -17.89, "smiles": "COC1=C([N+](=O)[O-])C2=[NH+]CCN2C(C)=[NH+]1", "gap_ev": 8.952}

Entry 8:
{"formula": "C4H11NO", "method": "the ωB97M-V functional and the def2-TZVPD basis", "symbols": ["C", "C", "C", "O", "C", "N", "H", "H", "H", "H", "H", "H", "H", "H", "H", "H", "H"], "positions_angstrom": [[0.3951, -0.4155, 0.5367], [-0.0847, 0.8501, -0.1111], [-0.2185, 2.0220, 0.8223], [0.9305, 1.1456, -1.1025], [0.5210, -1.6797, -0.3447], [-0.8227, -2.2686, -0.7338], [-0.3768, -0.7113, 1.3225], [1.3262, -0.1939, 1.0991], [-1.0521, 0.7215, -0.6196], [0.2752, 1.7861, 1.7658], [0.4612, 2.7673, 0.4180], [-1.2253, 2.3077, 1.1248], [0.4108, 1.5486, -1.8206], [1.1979, -2.3486, 0.1687], [0.8775, -1.3865, -1.3486], [-1.3583, -1.6458, -1.3458], [-1.2571, -2.4991, 0.1689]], "lowdin_charge": [-0.13, -0.46, -0.02, -0.04, -0.12, 0.33, 0.15, 0.16, 0.14, 0.09, 0.10, 0.10, 0.11, 0.14, 0.13, 0.16, 0.15], "relative_energy_kcal_mol": 55.16, "total_charge": 1, "spin_multiplicity": 2, "homo_ev": [-14.63, -14.62], "gap_ev": [10.975, 5.430]}